Entry 1:
A molecular structure, C29H27I2MoN4O2P at a distorted geometry, computed with ωB97M-V/def2-TZVPD.

The geometry in ORCA input format:
```
! RIJCOSX wB97M-V def2-TZVPD def2/J DEFGRID3
* xyz 4 1
Mo 1.201 0.707 -0.023
C 0.693 4.870 0.786
C 0.532 3.444 1.085
O 0.894 2.588 0.198
C -0.043 3.011 2.320
C -0.196 1.737 2.772
C -0.856 1.473 4.077
N 0.325 0.649 1.999
N 0.311 -0.457 2.595
C 0.912 -1.455 1.832
O 1.320 -1.068 0.631
C 1.094 -2.719 2.349
C 0.634 -3.025 3.678
C 0.864 -4.266 4.199
C 1.549 -5.222 3.431
C 1.997 -4.950 2.120
C 1.777 -3.720 1.578
H 1.021 5.416 1.675
H -0.304 5.272 0.545
H 1.356 5.040 -0.058
H -0.392 3.804 2.971
H -1.740 2.106 4.170
H -0.178 1.762 4.888
H -1.130 0.434 4.214
H 0.118 -2.272 4.255
H 0.530 -4.516 5.197
H 1.740 -6.201 3.857
H 2.516 -5.718 1.563
H 2.117 -3.484 0.579
N 0.039 -0.914 -2.331
P -0.796 0.197 -1.347
C -1.469 1.510 -2.340
C -2.689 1.283 -2.994
C -3.168 2.222 -3.891
C -2.442 3.380 -4.142
C -1.225 3.603 -3.505
C -0.733 2.671 -2.609
C -2.053 -0.708 -0.477
C -3.226 -0.058 -0.078
C -4.189 -0.764 0.625
C -3.986 -2.104 0.935
C -2.814 -2.748 0.550
C -1.840 -2.054 -0.149
C 1.369 -0.717 -2.628
C 1.968 -1.338 -3.720
C 3.302 -1.111 -3.970
C 4.041 -0.264 -3.127
C 3.416 0.296 -2.060
N 2.083 0.091 -1.784
H -0.487 -1.481 -2.988
H -3.263 0.383 -2.810
H -4.107 2.049 -4.399
H -2.822 4.111 -4.844
H -0.660 4.500 -3.720
H 0.232 2.847 -2.150
H -3.398 0.981 -0.329
H -5.110 -0.275 0.913
H -4.752 -2.654 1.466
H -2.676 -3.797 0.773
H -0.947 -2.569 -0.486
H 1.379 -1.976 -4.366
H 3.778 -1.582 -4.822
H 5.085 -0.058 -3.315
H 3.939 0.950 -1.378
I 3.592 1.426 1.620
I 5.965 1.434 0.397
*
```

Properties
HOMO energy = -0.7131 hartree



Entry 2:
A molecular structure, C2H4O2S at a distorted geometry, computed with ωB97M-V/def2-TZVPD.

The geometry in ORCA input format:
```
! RIJCOSX wB97M-V def2-TZVPD def2/J DEFGRID3
* xyz 0 1
C -0.479 -0.477 0.742
C 0.581 0.550 0.454
O 0.159 0.271 -2.794
O -0.615 -1.012 -0.569
S -0.477 0.368 -1.501
H 0.038 -1.295 1.440
H -1.491 -0.041 1.113
H 0.744 1.550 0.738
H 1.540 0.086 0.376
*
```

Properties
HOMO energy = -0.3194 hartree



Entry 3:
C7H12N2 in the gas phase at a distorted geometry, computed with ωB97M-V/def2-TZVPD.

The geometry in ORCA input format:
```
! RIJCOSX wB97M-V def2-TZVPD def2/J DEFGRID3
* xyz 0 1
C -1.113 -1.934 -0.044
C -0.141 -0.768 -0.479
C 1.347 -0.934 -0.265
C 1.770 0.424 -0.795
C 0.682 1.390 -0.279
C -0.296 0.461 0.382
C -1.532 1.149 0.707
N 0.460 -0.037 1.548
N 1.364 -0.752 1.219
H -0.872 -2.062 1.050
H -1.063 -2.867 -0.652
H -2.119 -1.627 -0.154
H -0.437 -0.347 -1.544
H 1.790 -1.799 -0.613
H 1.851 0.434 -1.854
H 2.746 0.836 -0.242
H 1.041 2.189 0.444
H 0.067 2.023 -1.044
H -1.360 1.578 1.763
H -2.546 0.629 0.783
H -1.641 2.013 0.071
*
```

Properties
Structure (SMILES) = C[C@@H]1[C@H]2CC[C@]1(C)N=N2
HOMO energy = -0.3189 hartree



Entry 4:
A molecular structure, C6H18MnN2O14S2 at a distorted geometry, computed with ωB97M-V/def2-TZVPD.

The geometry in ORCA input format:
```
! RIJCOSX wB97M-V def2-TZVPD def2/J DEFGRID3
* xyz -2 6
Mn -1.054 -0.559 1.575
N -3.860 0.829 2.467
O -2.606 0.606 2.532
O -4.310 1.750 3.196
O -4.600 0.097 1.831
N -2.150 1.541 -1.238
O -1.387 1.118 -0.308
O -1.913 2.704 -1.688
O -3.048 0.851 -1.702
O -2.176 -1.987 0.650
H -1.757 -2.777 0.298
O -0.312 -1.339 3.270
H 0.189 -2.036 3.691
O -0.275 -1.772 -2.001
S 0.790 -1.720 -1.079
O 0.681 -1.160 0.211
O 1.335 -3.204 -0.854
C 1.196 -4.115 -1.953
C -0.102 -4.899 -1.847
C 2.177 -0.997 -1.898
H 2.069 -4.767 -1.940
H 1.193 -3.563 -2.898
H -0.064 -5.732 -2.560
H -0.935 -4.258 -2.120
H -0.212 -5.332 -0.856
H 1.844 -0.043 -2.302
H 2.454 -1.647 -2.725
H 2.994 -0.913 -1.188
O 0.186 1.185 1.804
S 0.518 2.475 2.269
O 0.963 2.734 3.587
O 1.637 3.029 1.286
C 1.694 2.353 0.016
C 2.409 3.246 -0.960
C -0.875 3.481 1.867
H 0.679 2.125 -0.337
H 2.182 1.384 0.139
H 2.716 2.663 -1.828
H 3.307 3.653 -0.485
H 1.792 4.082 -1.286
H -1.048 3.371 0.795
H -0.614 4.498 2.149
H -1.706 3.044 2.421
*
```

Properties
HOMO energy (spin up / spin down) = -0.0181 / -0.0513 hartree



Entry 5:
A gas-phase ion, C8H8BrN2 (charge +1) at a distorted geometry, computed with ωB97M-V/def2-TZVPD.

The geometry in ORCA input format:
```
! RIJCOSX wB97M-V def2-TZVPD def2/J DEFGRID3
* xyz 1 1
C -1.199 2.015 1.788
C -0.652 0.912 1.060
C -1.139 -0.365 1.261
C -0.760 -1.463 0.578
C 0.116 -1.284 -0.455
N 0.728 -2.214 -1.292
C 1.581 -1.474 -2.075
C 1.483 -0.173 -1.850
N 0.583 -0.017 -0.777
C 0.275 1.015 0.046
Br 0.971 2.781 -0.502
H -0.716 2.276 2.752
H -0.936 2.916 1.274
H -2.190 1.955 1.761
H -1.760 -0.188 2.139
H -1.251 -2.435 0.652
H 0.653 -3.212 -1.240
H 2.142 -1.671 -3.024
H 2.073 0.626 -2.097
*
```

Properties
Structure (SMILES) = Cc1ccc2[nH]cc[n+]2c1Br
HOMO energy = -0.4846 hartree



Entry 6:
A molecular structure, C4H6F2N2V at a distorted geometry, computed with ωB97M-V/def2-TZVPD.

The geometry in ORCA input format:
```
! RIJCOSX wB97M-V def2-TZVPD def2/J DEFGRID3
* xyz 1 3
V -2.937 0.907 2.077
F -2.445 2.707 3.075
F -1.213 1.004 0.960
C 1.543 1.561 -0.821
C 2.137 0.549 0.089
N 2.483 -0.229 0.792
H 2.297 1.969 -1.494
H 1.104 2.351 -0.211
H 0.824 0.995 -1.414
C -0.540 -1.487 -0.599
C -0.887 -2.825 -0.309
N -1.149 -3.951 -0.136
H 0.083 -1.494 -1.493
H 0.095 -1.223 0.247
H -1.396 -0.833 -0.764
*
```

Properties
HOMO energy (spin up / spin down) = -0.5234 / -0.5239 hartree



Entry 7:
H2OS5 in the gas phase at a distorted geometry, computed with ωB97M-V/def2-TZVPD.

The geometry in ORCA input format:
```
! RIJCOSX wB97M-V def2-TZVPD def2/J DEFGRID3
* xyz 0 1
O 1.094 1.709 -0.660
S 0.105 -0.694 -1.801
S -1.602 -0.541 -0.591
S 1.527 -1.051 -0.460
S 0.230 0.692 2.089
S 1.615 1.008 0.521
H -0.986 0.721 1.587
H -1.983 -1.844 -0.686
*
```

Properties
HOMO energy = -0.3388 hartree



Entry 8:
A molecular structure, C8H22BBrN4OP, computed with ωB97M-V/def2-TZVPD.

The geometry in ORCA input format:
```
! RIJCOSX wB97M-V def2-TZVPD def2/J DEFGRID3
* xyz 1 1
C -2.740 -2.004 -2.123
C -2.550 -0.920 -1.047
C -1.972 -1.475 0.268
Br -3.258 -1.435 1.742
P -0.565 -0.526 0.915
C 0.667 -0.329 -0.397
N 0.945 -1.673 -0.907
C -1.170 1.166 1.360
N -0.149 2.146 1.033
C -0.567 3.171 0.075
B 0.265 -1.478 2.461
N 0.030 -2.868 2.721
O 1.108 -0.745 3.216
H -3.781 -2.314 -2.189
H -2.458 -1.626 -3.104
H -2.131 -2.887 -1.925
H -3.505 -0.449 -0.828
H -1.898 -0.133 -1.433
H -1.684 -2.519 0.173
H 0.344 0.395 -1.148
H 1.549 0.112 0.062
H 1.933 -1.755 -1.119
H 0.478 -1.814 -1.796
H -2.085 1.317 0.781
H -1.452 1.173 2.414
H 0.189 2.586 1.878
H -1.341 3.838 0.469
H -0.960 2.685 -0.819
H 0.297 3.758 -0.227
H -0.860 -3.046 3.180
H 0.017 -3.432 1.876
H 0.989 0.216 3.216
C 4.800 1.965 -1.250
C 3.557 1.511 -1.861
N 2.598 1.146 -2.376
H 5.642 1.438 -1.695
H 4.926 3.033 -1.417
H 4.789 1.772 -0.179
*
```

Properties
HOMO energy = -0.4663 hartree



Entry 9:
C4H5NO in the gas phase at a distorted geometry, computed with ωB97M-V/def2-TZVPD.

The geometry in ORCA input format:
```
! RIJCOSX wB97M-V def2-TZVPD def2/J DEFGRID3
* xyz 0 1
N 3.105 -0.572 -0.045
C 2.059 -0.103 0.110
C 0.724 0.475 0.279
C -0.382 -0.538 -0.028
C -1.703 0.141 -0.300
O -1.850 1.339 -0.327
H 0.627 0.855 1.301
H 0.623 1.341 -0.383
H -0.132 -1.145 -0.908
H -0.516 -1.252 0.795
H -2.555 -0.542 -0.494
*
```

Properties
Structure (SMILES) = N#CCCC=O
HOMO energy = -0.3883 hartree



Entry 10:
A molecular structure, C2H5Cl2NO3P at a distorted geometry, computed with ωB97M-V/def2-TZVPD.

The geometry in ORCA input format:
```
! RIJCOSX wB97M-V def2-TZVPD def2/J DEFGRID3
* xyz -1 1
C -1.243 0.888 0.663
C 1.327 -1.420 -0.189
N -1.193 0.667 -0.577
O 1.795 0.594 1.590
O 1.567 1.434 -0.861
O 3.655 0.168 -0.215
P 2.196 0.201 -0.014
Cl 2.027 -2.515 1.118
Cl 1.973 -1.785 -1.788
H -1.250 0.221 1.580
H -1.279 1.831 1.096
H 2.477 1.105 1.850
H -1.105 -0.357 -0.943
H 0.607 1.236 -0.915
*
```

Properties
HOMO energy = -0.1198 hartree



Entry 11:
C4H17N7 in the gas phase at a distorted geometry, computed with ωB97M-V/def2-TZVPD.

The geometry in ORCA input format:
```
! RIJCOSX wB97M-V def2-TZVPD def2/J DEFGRID3
* xyz 0 1
C 3.290 -1.181 0.190
C 1.872 -0.749 -0.182
C 1.458 0.526 0.450
N 0.158 1.017 -0.029
C 0.058 1.661 -1.318
N -0.907 0.605 0.648
N -1.784 1.671 1.085
N -1.719 -0.349 -0.262
N -2.908 0.142 -0.766
N -2.110 -1.503 0.350
N -1.118 -2.496 0.737
H 3.550 -1.222 1.292
H 3.420 -2.279 -0.057
H 4.082 -0.585 -0.217
H 1.140 -1.558 0.058
H 1.760 -0.693 -1.336
H 1.294 0.307 1.514
H 2.025 1.415 0.233
H 0.809 2.476 -1.527
H 0.228 1.031 -2.232
H -1.031 2.021 -1.418
H -1.883 2.388 0.373
H -1.388 2.044 1.871
H -3.691 0.502 -0.118
H -2.710 0.871 -1.555
H -2.792 -1.275 1.044
H -0.438 -1.964 1.332
H -0.664 -2.824 -0.160
*
```

Properties
Structure (SMILES) = CCCN(C)N(N)N(N)NN
HOMO energy = -0.2910 hartree



Entry 12:
C4H8O3 in the gas phase at a distorted geometry, computed with ωB97M-V/def2-TZVPD.

The geometry in ORCA input format:
```
! RIJCOSX wB97M-V def2-TZVPD def2/J DEFGRID3
* xyz 0 1
C 1.194 0.235 -1.969
C -0.350 -0.352 -1.556
O -0.481 -0.805 -0.213
C -0.480 0.106 0.760
O -0.351 1.294 0.569
C -0.643 -0.495 2.147
O -0.486 0.487 3.130
H 1.437 1.297 -1.712
H 1.826 -0.416 -1.404
H 1.340 0.145 -3.058
H -0.537 -1.232 -2.161
H -0.415 0.669 -1.820
H -1.633 -0.975 2.199
H 0.103 -1.290 2.275
H -0.477 1.337 2.661
*
```

Properties
Structure (SMILES) = CCOC(=O)CO
HOMO energy = -0.3651 hartree